[1]
Formula: C22H31BrI2O5
Source: the Open Molecules 2025 dataset
Level of theory: ωB97M-V with the def2-TZVPD basis set

The geometry in XYZ format:
```
61
Properties=species:S:1:pos:R:3:nbo_charge:R:1
C 4.488 -0.874 -0.666 -0.68
C 3.138 -0.233 -0.628 -0.09
I 2.820 1.052 0.990 0.16
C 2.178 -0.356 -1.531 -0.21
I 2.484 -1.599 -3.200 0.15
C 0.833 0.242 -1.513 -0.12
C 0.519 1.332 -2.221 -0.20
C -0.853 1.902 -2.173 0.51
O -1.070 3.080 -2.340 -0.50
C -1.934 0.913 -1.902 -0.06
C -3.220 1.117 -2.381 -0.17
C -4.197 0.163 -2.152 -0.23
C -3.869 -0.982 -1.435 -0.07
Br -5.208 -2.291 -1.137 0.07
C -2.601 -1.198 -0.929 -0.19
C -1.625 -0.235 -1.180 -0.13
C -0.232 -0.417 -0.679 0.54
O 0.020 -1.048 0.317 -0.49
H 4.396 -1.925 -0.928 0.24
H 5.115 -0.388 -1.418 0.23
H 4.991 -0.799 0.292 0.24
H 1.266 1.838 -2.820 0.24
H -3.478 2.010 -2.935 0.25
H -5.197 0.304 -2.536 0.25
H -2.369 -2.083 -0.356 0.25
C 2.039 -5.317 0.262 -0.63
C 3.194 -4.436 0.710 0.10
C 3.880 -4.982 1.952 -0.63
O 2.752 -3.097 0.923 -0.72
H 1.278 -5.368 1.046 0.20
H 1.571 -4.907 -0.634 0.22
H 2.374 -6.333 0.047 0.21
H 3.923 -4.362 -0.101 0.17
H 3.173 -5.023 2.785 0.20
H 4.708 -4.337 2.247 0.22
H 4.265 -5.988 1.782 0.21
H 2.097 -3.107 1.630 0.47
C -5.837 5.091 -3.545 -0.63
C -6.512 3.827 -4.051 0.10
C -8.027 3.922 -3.979 -0.63
O -6.044 2.685 -3.329 -0.73
H -6.097 5.264 -2.497 0.20
H -4.753 5.002 -3.610 0.22
H -6.150 5.963 -4.120 0.21
H -6.209 3.643 -5.083 0.18
H -8.347 4.063 -2.943 0.20
H -8.488 3.007 -4.352 0.22
H -8.397 4.763 -4.566 0.21
H -6.295 2.802 -2.406 0.46
C 3.508 -0.429 5.158 -0.63
C 4.651 0.485 5.573 0.09
C 4.196 1.547 6.562 -0.63
O 5.248 1.087 4.426 -0.71
H 2.727 0.150 4.657 0.20
H 3.858 -1.186 4.457 0.22
H 3.063 -0.927 6.021 0.21
H 5.447 -0.110 6.024 0.17
H 3.427 2.179 6.109 0.20
H 5.031 2.187 6.847 0.22
H 3.778 1.097 7.463 0.21
H 4.571 1.622 3.998 0.46
```

Values from the calculation:
SMILES ... C/C(I)=C(\I)C1=CC(=O)c2ccc(Br)cc2C1=O.CC(C)O.CC(C)O.CC(C)O
DFT total energy ... -4402.4686 a.u.
Lowest unoccupied orbital energy ... -1.1 eV
HOMO energy ... -8.78 eV
Frontier orbital gap ... 7.66 eV

[2]
Formula: C22H31FeIN2O4
Source: the Open Molecules 2025 dataset
Level of theory: ωB97M-V with the def2-TZVPD basis set

The geometry in XYZ format:
```
61
Properties=species:S:1:pos:R:3:nbo_charge:R:1
Fe 0.731 0.298 0.986 1.47
N 0.176 0.445 3.215 -0.88
C 0.984 -0.517 3.964 -0.35
C 2.213 -1.006 3.172 0.77
O 3.101 -1.564 3.807 -0.69
O 2.177 -0.823 1.906 -0.85
H 0.448 1.405 3.385 0.39
H -0.816 0.351 3.387 0.38
H 0.380 -1.403 4.173 0.21
H 1.338 -0.133 4.922 0.19
C 1.052 4.544 0.495 -0.25
O 1.030 3.219 0.034 -0.58
C 1.521 2.222 0.899 -0.27
C 2.788 2.627 1.604 -0.74
H 0.470 4.646 1.424 0.15
H 0.591 5.163 -0.276 0.17
H 2.064 4.917 0.686 0.16
H 3.577 2.945 0.896 0.18
H 3.180 1.767 2.153 0.22
H 2.683 3.453 2.327 0.18
I 0.676 -2.260 -4.728 0.14
C 1.768 -1.488 -3.130 -0.19
C 3.143 -1.353 -3.193 -0.21
C 3.796 -0.823 -2.090 -0.24
C 3.051 -0.444 -0.986 0.07
N 1.727 -0.575 -0.938 -0.47
C 1.092 -1.093 -1.984 0.02
H 3.690 -1.653 -4.076 0.22
H 4.871 -0.702 -2.087 0.22
H 3.511 -0.027 -0.099 0.23
H 0.015 -1.190 -1.909 0.24
C -2.125 -2.339 2.119 -0.60
C -1.727 -2.890 0.749 -0.24
C -0.228 -3.191 0.680 -0.60
C -2.207 -2.021 -0.399 -0.03
C -2.993 -2.609 -1.383 -0.23
C -3.478 -1.891 -2.464 -0.28
C -3.181 -0.539 -2.540 -0.20
C -2.403 0.103 -1.584 -0.09
C -2.111 1.581 -1.771 -0.22
C -0.691 1.818 -2.290 -0.60
C -2.396 2.441 -0.537 -0.60
C -1.870 -0.645 -0.501 0.32
O -1.100 -0.065 0.393 -0.91
H -1.744 -2.983 2.917 0.19
H -3.212 -2.281 2.213 0.20
H -1.718 -1.337 2.246 0.22
H -2.244 -3.849 0.628 0.19
H 0.384 -2.307 0.858 0.22
H 0.040 -3.590 -0.302 0.20
H 0.049 -3.934 1.433 0.20
H -3.228 -3.666 -1.292 0.19
H -4.082 -2.371 -3.224 0.20
H -3.563 0.049 -3.370 0.19
H -2.800 1.914 -2.557 0.18
H 0.052 1.537 -1.545 0.22
H -0.532 2.878 -2.504 0.20
H -0.516 1.248 -3.206 0.19
H -1.673 2.247 0.251 0.23
H -3.399 2.243 -0.150 0.19
H -2.333 3.500 -0.804 0.19
```

Values from the calculation:
DFT total energy ... -2828.8399 a.u.
Total charge ... -1
Lowest unoccupied orbital energy (spin up / spin down) ... 2.2 / 2.2 eV
HOMO energy (spin up / spin down) ... -2.53 / -4.36 eV
Multiplicity ... 6
⟨S²⟩ ... 8.765
Frontier orbital gap (spin up / spin down) ... 4.71 / 6.54 eV

[3]
Formula: C22H31GeNO2P2Rh
Source: the Open Molecules 2025 dataset
Level of theory: ωB97M-V with the def2-TZVPD basis set

The geometry in XYZ format:
```
60
Properties=species:S:1:pos:R:3:nbo_charge:R:1
Rh 0.824 -0.035 0.524 0.62
C 0.088 3.642 0.518 -0.93
P -0.341 1.964 -0.062 1.00
C -0.303 2.188 -1.878 -0.93
C -2.123 1.746 0.266 -0.36
C -3.050 2.732 -0.057 -0.13
C -4.407 2.498 0.102 -0.20
C -4.851 1.268 0.564 -0.17
C -3.936 0.279 0.889 -0.19
C -2.573 0.521 0.765 -0.36
P -1.349 -0.649 1.425 1.26
C -2.166 -2.205 1.874 -0.97
C -1.143 0.145 3.088 -0.96
H -0.606 4.368 0.099 0.25
H 1.096 3.867 0.169 0.26
H 0.065 3.708 1.605 0.25
H -0.862 3.078 -2.168 0.24
H -0.742 1.315 -2.359 0.25
H 0.734 2.282 -2.203 0.26
H -2.725 3.685 -0.457 0.21
H -5.121 3.271 -0.149 0.23
H -5.909 1.078 0.680 0.23
H -4.282 -0.681 1.249 0.23
H -2.898 -2.041 2.661 0.25
H -1.384 -2.869 2.246 0.27
H -2.616 -2.660 0.995 0.28
H -2.116 0.374 3.524 0.24
H -0.575 1.070 2.981 0.23
H -0.599 -0.522 3.756 0.24
O 2.205 -0.099 -2.377 -0.57
C 1.204 -0.781 -2.387 0.66
N 0.384 -0.955 -1.283 -0.62
C -0.776 -1.605 -1.608 0.67
O -1.714 -1.770 -0.843 -0.62
C -0.649 -2.023 -3.039 -0.07
C -1.481 -2.758 -3.854 -0.19
C -1.058 -2.996 -5.161 -0.18
C 0.160 -2.514 -5.624 -0.18
C 0.996 -1.765 -4.797 -0.15
C 0.569 -1.529 -3.510 -0.15
H -2.427 -3.140 -3.494 0.24
H -1.695 -3.566 -5.824 0.23
H 0.465 -2.723 -6.641 0.23
H 1.946 -1.384 -5.146 0.24
C 4.714 -1.565 2.731 -1.04
Ge 3.398 -0.213 2.133 1.51
C 3.821 0.522 0.351 -1.08
C 3.143 1.233 3.446 -1.07
C 1.708 -1.266 2.047 -1.07
H 5.687 -1.106 2.907 0.24
H 4.821 -2.343 1.977 0.24
H 4.365 -2.017 3.659 0.24
H 4.687 1.179 0.419 0.26
H 2.986 1.116 -0.044 0.21
H 4.029 -0.266 -0.368 0.26
H 4.091 1.738 3.627 0.25
H 2.784 0.830 4.393 0.24
H 2.426 1.971 3.083 0.22
H 1.245 -1.388 3.022 0.22
H 1.835 -2.234 1.559 0.24
```

Values from the calculation:
DFT total energy ... -3932.1266 a.u.
Total charge ... +1
Lowest unoccupied orbital energy (spin up / spin down) ... -4.4 / -4.3 eV
HOMO energy (spin up / spin down) ... -10.99 / -11.01 eV
Frontier orbital gap (spin up / spin down) ... 6.59 / 6.71 eV

[4]
Formula: C22H31N2O4
Source: the Open Molecules 2025 dataset
Level of theory: ωB97M-V with the def2-TZVPD basis set

The geometry in XYZ format:
```
59
Properties=species:S:1:pos:R:3:nbo_charge:R:1
C 3.108 -3.459 -2.400 -0.26
O 1.934 -2.877 -2.925 -0.48
C 1.646 -1.597 -2.626 0.35
C 0.477 -1.084 -3.199 -0.24
C 0.085 0.209 -2.946 -0.17
C 0.848 1.039 -2.127 -0.15
C 0.393 2.447 -1.867 -0.21
N -0.351 2.551 -0.578 -0.41
C -1.252 3.718 -0.505 -0.24
C -2.230 3.508 0.662 -0.22
N -1.581 2.935 1.821 -0.45
C -2.099 1.710 2.409 -0.22
C -1.261 0.470 2.202 -0.12
C -0.506 -0.049 3.239 -0.19
C 0.256 -1.189 3.068 -0.29
C 0.288 -1.848 1.846 0.27
O 1.065 -2.935 1.594 -0.50
C 1.775 -3.528 2.661 -0.25
C -0.490 -1.357 0.776 0.20
O -0.514 -1.905 -0.474 -0.52
C -0.483 -3.316 -0.617 -0.25
C -1.250 -0.199 0.975 0.30
O -1.978 0.405 -0.047 -0.58
C -2.791 -0.410 -0.883 -0.24
C -0.165 3.135 1.840 -0.24
C 0.553 2.541 0.599 -0.25
C 2.016 0.533 -1.574 -0.12
C 2.414 -0.769 -1.811 -0.32
H 3.118 -4.483 -2.770 0.21
H 3.094 -3.469 -1.306 0.18
H 4.004 -2.940 -2.751 0.19
H -0.101 -1.726 -3.844 0.23
H -0.817 0.590 -3.404 0.21
H -0.281 2.759 -2.667 0.23
H 1.236 3.141 -1.836 0.22
H -0.969 1.705 -0.502 0.49
H -0.651 4.619 -0.370 0.22
H -1.810 3.811 -1.437 0.23
H -2.664 4.482 0.926 0.21
H -3.046 2.856 0.342 0.21
H -2.189 1.877 3.489 0.21
H -3.103 1.544 2.016 0.22
H -0.519 0.437 4.202 0.22
H 0.836 -1.557 3.897 0.23
H 1.104 -3.835 3.468 0.19
H 2.542 -2.855 3.055 0.18
H 2.253 -4.409 2.237 0.21
H -0.820 -3.509 -1.635 0.20
H 0.522 -3.715 -0.487 0.20
H -1.159 -3.800 0.092 0.19
H -2.200 -0.885 -1.667 0.21
H -3.305 -1.172 -0.298 0.20
H -3.527 0.263 -1.323 0.19
H 0.027 4.212 1.890 0.20
H 0.248 2.683 2.741 0.24
H 0.863 1.513 0.782 0.24
H 1.435 3.144 0.370 0.22
H 2.643 1.164 -0.960 0.20
H 3.327 -1.126 -1.363 0.23
```

Values from the calculation:
SMILES ... COc1ccc(C[NH+]2CCN(Cc3ccc(OC)c(OC)c3OC)CC2)cc1
DFT total energy ... -1267.1103 a.u.
Total charge ... +1
Lowest unoccupied orbital energy ... -1.9 eV
HOMO energy ... -11.00 eV
Frontier orbital gap ... 9.06 eV

Which value of DFT total energy does entry 1 give? -4402.4686 a.u.